Entry 1:
C24H18FeN16O4S | ωB97M-V with the def2-TZVPD basis set

The geometry in XYZ format:
```
64
Properties=species:S:1:pos:R:3:forces:R:3:nbo_charge:R:1
Fe -1.5411 -0.0751 -0.0937 -2.1216 -0.6850 -0.5947 1.350
S 1.8603 -1.5551 -0.5283 -0.2434 0.1684 -0.1809 2.325
O -5.3326 -1.7811 -0.4853 -0.4423 0.0139 0.0346 -0.562
O -5.3074 0.4327 1.4618 -0.2608 0.0793 0.0289 -0.548
O 1.4847 -2.1163 -1.7982 0.0225 0.1084 -0.1307 -0.952
O 1.9649 -2.4706 0.5846 0.2353 0.0778 0.1515 -0.970
N -1.4021 -0.8865 -4.1318 -0.0367 0.4247 0.4734 -0.077
N -2.2903 3.9508 0.1478 0.0027 -0.3896 -0.3098 -0.093
N -3.5258 -0.6118 0.3876 0.9180 1.0359 -1.2296 -0.662
N -2.4689 2.7413 0.5512 -0.0069 0.1324 -0.3881 -0.149
N -1.9213 -0.0503 2.2168 0.1534 0.4690 -0.3101 -0.452
N -1.2300 0.4596 -4.2357 -0.0231 -0.2327 -0.4183 -0.387
N 7.1762 0.8499 -1.5877 -0.1771 -0.2097 -0.0142 -0.803
N 0.7770 -0.3761 -0.1976 -0.2129 0.3465 0.4521 -0.960
N -1.6542 -1.2098 -2.9154 0.2115 0.3887 -0.3924 -0.128
N 0.0675 1.4082 0.9631 0.0609 0.1064 0.0332 -0.549
N -1.8493 3.9595 -1.1357 -0.1017 0.3420 0.2266 -0.386
N -1.6678 -0.0702 -2.1674 0.2751 -0.7487 1.5940 -0.436
N -2.1624 1.9020 -0.4719 0.1128 -1.2474 0.8127 -0.405
N 2.2440 0.6091 1.4306 -0.1279 -0.1880 0.0173 -0.519
N -1.3531 2.2345 -2.6772 0.2926 0.0116 -0.2399 -0.587
N -1.8948 -2.3353 -0.4482 0.7614 0.5768 -0.0127 -0.454
C 4.4720 -1.0017 0.1012 -0.0974 -0.0005 -0.0295 -0.120
C -3.4818 -3.4855 -1.8004 -0.0882 -0.1841 -0.0493 -0.200
C -1.0452 0.0885 3.2159 -0.0282 -0.1719 0.0733 0.059
C 5.7064 -0.4332 -0.1485 0.0835 0.0162 -0.0255 -0.288
C 0.2074 2.3513 1.8843 -0.0342 0.1145 -0.2507 0.118
C -2.5010 -4.3636 -2.2253 -0.0181 -0.0708 -0.0425 -0.138
C -1.2212 -4.2304 -1.7200 -0.0649 -0.1132 0.0311 -0.232
C -1.7781 2.6880 -1.4719 -0.1147 0.1885 0.5066 0.453
C 1.3591 2.4658 2.6457 -0.0639 0.0637 -0.0466 -0.372
C -1.4025 0.9121 -3.0156 -0.0456 -0.1628 -0.2877 0.453
C 3.6028 0.0016 -1.9119 -0.0443 -0.0246 0.0150 -0.083
C -4.1391 0.1754 1.3108 0.3161 -0.1080 0.0186 0.650
C -3.4273 1.4000 3.3829 -0.0053 0.0344 0.3059 -0.199
C -1.2844 0.9002 4.3097 -0.1121 -0.1582 0.0417 -0.253
C 4.8396 0.5714 -2.1614 -0.0185 0.0582 -0.0266 -0.299
C 1.0751 0.5468 0.7609 0.4481 -0.0211 0.0084 0.562
C -3.1045 0.5676 2.3301 0.1547 -0.1153 0.2507 0.163
C 3.4275 -0.7883 -0.7857 0.0283 0.0523 0.0592 -0.388
C 2.3581 1.5573 2.3523 0.1732 -0.2216 -0.1758 0.103
C -0.9588 -3.2061 -0.8282 -0.1721 0.0646 0.2205 0.102
C 5.9068 0.3509 -1.2897 0.0757 -0.0387 0.0099 0.182
C -3.1303 -2.4868 -0.9228 0.1376 -0.4416 -0.0334 0.136
C -4.1506 -1.5712 -0.3583 0.1294 0.4310 0.0688 0.639
C -2.4878 1.5949 4.3761 0.0317 -0.0032 0.0408 -0.156
H -0.5385 0.9886 5.0887 -0.0123 -0.0162 -0.0423 0.220
H 7.2079 1.6196 -2.2314 0.0022 0.1122 0.0105 0.377
H -2.6875 2.2667 5.2040 -0.0059 -0.0596 -0.0436 0.214
H 4.2881 -1.6056 0.9822 0.0584 0.0693 -0.0637 0.242
H -0.1241 -0.4791 3.1325 0.0449 0.1325 -0.1079 0.214
H -4.4048 1.8625 3.4008 0.0529 0.0057 -0.0747 0.249
H -1.1431 2.9009 -3.3949 -0.0238 0.0669 -0.0867 0.425
H 1.4597 3.2082 3.4239 0.0335 0.0526 -0.0840 0.220
H 0.0182 -3.0911 -0.3970 -0.1342 -0.1063 0.0334 0.231
H -4.5092 -3.5432 -2.1305 0.0066 0.0014 0.0073 0.241
H -0.4224 -4.8988 -2.0118 -0.0049 0.0483 0.0215 0.225
H 2.7664 0.1582 -2.5866 0.1118 -0.0099 0.0280 0.236
H 4.9873 1.1902 -3.0407 -0.0178 -0.0536 0.0235 0.206
H 7.8094 0.9352 -0.8135 0.0345 0.0797 0.0643 0.375
H -0.6327 3.0292 1.9963 0.0078 -0.1042 0.0574 0.234
H -2.7372 -5.1494 -2.9336 0.0260 0.0492 0.0079 0.211
H 6.5315 -0.5920 0.5397 -0.0463 -0.0271 -0.0509 0.202
H 3.3150 1.5855 2.8720 -0.0963 -0.0091 0.0144 0.186
```
Positions in Å, forces in eV/Å.

energy relative to the best compared isomer or geometry (same formula, charge and spin): 293.76 kJ/mol
Kohn-Sham gap (alpha / beta): 0.2373 / 0.2772 Eh
2S+1: 2
charge: -1
⟨S²⟩: 0.895
lowest unoccupied orbital energy (alpha / beta): 0.94 / 2.02 eV


Entry 2:
H10O5 | ωB97M-V with the def2-TZVPD basis set

The geometry in XYZ format:
```
15
Properties=species:S:1:pos:R:3:forces:R:3:nbo_charge:R:1
O -5.9182 10.8012 2.4995 -0.2088 0.6682 -0.8663 -0.923
O -0.3442 -3.9611 -3.3462 -3.2115 2.2506 1.8513 -0.925
O 4.3351 1.0099 2.7323 0.4029 -0.1773 -5.3850 -0.950
O 3.0653 1.9082 -0.4798 0.9191 -0.3294 3.5205 -0.956
O -1.2272 -9.7703 -1.3730 -2.0186 0.1268 -2.3311 -0.937
H -0.7063 -9.0105 -1.5394 0.8791 0.9796 0.0364 0.471
H -5.0643 10.6368 2.1020 0.6295 -0.4910 0.2741 0.461
H -6.2508 11.4108 1.8166 -0.4204 -0.1775 0.5923 0.462
H -0.9307 -10.2102 -0.6289 1.1364 -1.1012 2.2938 0.466
H 4.6147 1.1087 3.5694 0.7365 0.4313 4.6237 0.476
H -0.9104 -3.2664 -3.7795 0.7322 -1.0333 0.8758 0.467
H 3.3673 1.7457 0.5403 -0.9715 0.2928 -4.0602 0.482
H 2.9597 1.0517 -0.9172 0.1766 0.0797 0.5342 0.472
H 3.4278 0.8335 2.5928 -1.2655 -0.2993 0.7662 0.475
H 0.2068 -4.2040 -4.0186 2.4841 -1.2201 -2.7255 0.458
```
Positions in Å, forces in eV/Å.

energy relative to the best compared isomer or geometry (same formula, charge and spin): 221.22 kJ/mol
Kohn-Sham gap: 0.4406 Eh
charge: 0
lowest unoccupied orbital energy: 0.67 eV
structure (SMILES): O.O.O.O.O


Entry 3:
C36H61BIrN6O8S2Si4 | ωB97M-V with the def2-TZVPD basis set

The geometry in XYZ format:
```
119
Properties=species:S:1:pos:R:3:forces:R:3:lowdin_spin:R:1
Ir 0.5111 0.3683 0.6005 0.0264 0.3398 -0.7976 1.430
S 2.5374 -0.2989 2.8200 -0.0905 0.0964 -0.5419 0.008
S 0.3823 2.3289 -1.9072 0.0930 -0.0570 0.0681 0.190
Si -1.3445 1.7957 1.0129 -0.1501 0.0310 0.0140 0.620
Si 2.3740 2.5666 3.3805 -0.3132 -0.3820 -0.3059 0.006
Si -2.7174 1.1567 2.7966 0.0464 -0.1201 -0.0450 0.123
Si -1.5902 4.0521 0.3917 0.0426 -0.1784 -0.1297 0.098
O 1.9196 -0.7329 4.0479 0.0631 -0.0903 0.1286 0.002
O 3.9579 -0.0642 2.8671 -0.0526 -0.0841 0.0091 0.005
O -1.3578 -0.6620 -1.6974 -0.0064 -0.0451 -0.0477 0.009
O 5.5568 5.0812 -3.3557 -0.0550 0.0184 0.0772 0.000
O 2.0913 -1.0575 1.6306 0.0608 0.0669 0.5477 0.059
O 4.8947 3.6094 -0.9286 0.1587 -0.2112 -0.1733 0.001
O 1.8637 1.1666 2.4950 0.4232 0.0031 0.3245 0.025
O -0.3194 -2.2847 -0.4457 -0.0506 0.1787 -0.1569 -0.002
N 5.8555 2.7754 -2.8072 -0.0831 0.0764 0.0312 0.001
N -0.7293 -1.1286 2.2861 0.0033 0.1193 0.1934 0.076
N -0.2524 -3.4472 3.0154 0.0598 -0.0766 -0.1053 0.010
N 2.3720 0.3274 -0.6585 0.1505 -0.1351 0.3083 0.078
N 2.2682 2.0537 -3.7999 0.1183 -0.0152 0.0210 0.133
N 0.5235 0.4974 -3.8157 -0.1893 -0.1718 0.3676 0.188
C -1.6568 -1.8960 -2.2043 -0.0259 0.2303 -0.0589 0.000
C -3.7330 -0.3590 2.3065 -0.0421 -0.0588 -0.0391 0.017
C 0.8184 3.5233 3.6611 -0.1537 0.0592 0.0482 0.022
C -0.6624 -3.6038 5.4376 0.0221 0.0097 0.0328 0.000
C -4.4323 -4.9887 -4.5005 -0.0123 -0.0056 -0.0003 0.000
C 3.5727 3.4937 2.3285 0.1249 0.0377 -0.1124 0.000
C -3.3668 -3.9594 -4.8990 0.0267 0.0153 0.0370 0.000
C -2.3771 -4.4188 3.7843 -0.0353 0.0171 -0.0288 0.000
C -2.5440 4.1556 -1.2205 -0.0400 0.0284 -0.0765 0.024
C 0.3851 -3.6045 4.3318 0.0074 0.0405 -0.0371 0.000
C -2.4221 -2.1885 -3.3092 -0.0210 -0.1197 -0.0191 0.000
C -4.0729 -2.7753 -5.5596 -0.0114 0.0017 -0.0202 0.000
C -1.8411 0.8418 4.4466 -0.0054 -0.0518 0.0210 0.021
C -1.7560 -4.6351 5.1630 0.0172 -0.0256 -0.0024 0.000
C 1.1708 1.5936 -3.2716 -0.0881 0.1684 -0.0340 0.073
C -0.0236 5.0840 0.2577 0.0584 0.0398 0.0324 0.011
C 3.1134 2.0854 5.0056 0.1062 -0.1111 0.1033 0.001
C -1.9282 -4.5100 -2.8942 0.0241 0.0439 0.0312 0.000
C -0.5048 -2.2069 2.6273 0.0404 -0.0275 0.0952 0.018
C 1.1368 -0.3165 -4.7598 0.0645 -0.0022 -0.0914 0.266
C -2.5637 -3.5349 -3.6670 0.0078 0.0270 -0.0048 0.000
C 5.0276 2.6838 -1.7167 -0.2332 -0.0738 0.1882 0.001
C 2.2840 0.1655 -5.3386 -0.0262 -0.0461 0.0298 0.049
C -1.0289 -2.8681 -1.4538 0.1337 -0.1048 0.1655 0.000
C -1.2971 -4.4316 2.7102 0.0652 0.0020 0.0044 0.000
C -2.5962 4.9971 1.6701 -0.1122 0.0132 0.0937 0.007
C -1.1493 -4.1990 -1.7786 -0.0800 -0.0442 -0.0686 0.000
C -4.0556 2.4005 3.2660 -0.0528 0.0923 0.0159 0.009
C 2.7980 1.3736 -4.8897 0.0470 0.0189 0.0768 0.281
C 4.2973 1.3853 -1.5507 0.3216 0.3676 -0.1031 0.004
C 4.6669 0.2153 -2.1931 -0.0206 -0.1651 -0.0415 0.006
C 3.1551 1.3966 -0.7715 -0.3043 -0.0694 -0.1377 0.003
C 6.4721 4.0602 -3.0532 0.0213 -0.0068 -0.0431 0.000
C -2.4141 -4.5871 -5.9251 -0.0134 -0.0126 -0.0201 0.000
C 2.7321 -0.8043 -1.2683 -0.0491 -0.1089 0.0182 0.009
C 3.8710 -0.9082 -2.0421 -0.0090 0.1749 -0.0082 0.008
B -0.4941 -0.8670 -0.5961 0.0088 0.0854 0.1965 0.018
H 1.0293 4.4188 4.2512 -0.0067 0.0443 0.0148 0.001
H -2.2896 -0.0314 4.9313 0.0161 -0.0046 0.0401 0.003
H 5.5674 2.2536 -3.6214 -0.0548 -0.0648 0.0140 0.002
H -4.7467 -2.2693 -4.8665 -0.0177 -0.0092 0.0155 0.000
H 1.1055 -2.7961 4.4484 -0.0071 -0.0372 0.0094 0.000
H -2.0281 -5.5515 -3.1709 -0.0012 -0.0256 -0.0049 0.000
H -3.1261 -5.1837 3.5653 0.0070 -0.0005 0.0084 0.000
H -1.9755 3.6786 -2.0174 -0.0205 -0.0006 -0.0390 0.001
H -3.6431 3.3056 3.7125 -0.0162 -0.0256 0.0345 0.000
H -3.5016 3.6381 -1.1315 -0.0313 0.0121 0.0147 0.003
H -2.0014 5.2029 2.5623 -0.0038 -0.0069 0.0489 0.001
H 7.0678 4.3129 -2.1735 -0.0199 -0.0044 0.0072 0.000
H -2.8825 -1.3873 -3.8671 -0.0206 0.0291 -0.0119 0.000
H -4.6661 -3.1308 -6.4042 0.0035 -0.0043 -0.0139 0.000
H -0.8064 -5.4086 2.6676 -0.0251 -0.0085 0.0020 0.000
H -1.3203 -5.6406 5.2037 -0.0040 -0.0093 0.0114 0.000
H -3.3614 -2.0416 -5.9409 0.0167 0.0100 0.0020 0.000
H -0.1760 -3.8004 6.3956 -0.0070 0.0082 0.0068 0.000
H -4.6892 1.9136 4.0137 -0.0398 0.0081 0.0335 0.001
H 4.9724 5.1561 -2.5860 0.0512 0.0055 -0.0767 0.000
H -3.5114 4.4987 1.9809 0.0127 0.0607 -0.1002 0.000
H 2.0858 -1.6578 -1.1112 -0.0256 0.0030 0.0133 0.001
H -0.2821 0.1783 -3.2965 0.0213 0.0351 -0.0410 0.004
H 0.3773 3.8315 2.7149 -0.0508 -0.0085 -0.0091 0.016
H -5.0405 -5.2538 -5.3681 -0.0077 -0.0179 -0.0183 0.000
H -0.7735 0.6552 4.3462 0.0578 -0.0771 -0.0476 0.001
H 7.1254 3.9574 -3.9180 0.0225 0.0242 0.0246 0.000
H -1.6566 -3.8665 -6.2371 0.0130 0.0127 0.0003 0.000
H -1.9829 1.6995 5.1105 0.0102 -0.0001 -0.0096 0.000
H 5.5635 0.1668 -2.7967 0.0155 0.0465 -0.0062 0.002
H 2.8234 2.3052 -0.2938 0.0327 0.0156 0.0459 0.000
H 4.3771 2.8432 1.9806 0.0042 -0.0046 0.0142 0.000
H 4.0209 4.3057 2.9067 0.0121 0.0404 -0.0134 0.000
H -2.9652 -4.9111 -6.8115 -0.0164 -0.0008 -0.0128 0.000
H -4.3288 -0.7044 3.1579 -0.0233 -0.0139 0.0125 0.002
H -3.1098 -1.1797 1.9588 -0.0109 -0.0196 -0.0004 0.000
H 3.6619 1.8261 -5.3573 0.0474 0.0394 -0.0297 0.022
H 2.7705 -0.3921 -6.1277 0.0171 0.0017 -0.0095 -0.005
H 0.9245 -4.5552 4.3032 -0.0023 -0.0174 0.0299 0.000
H -1.9005 -5.4544 -5.5091 0.0056 -0.0125 0.0053 0.000
H -0.6540 -4.9670 -1.2001 0.0130 -0.0130 0.0073 0.000
H 0.0783 2.9220 4.1935 0.0306 0.0124 0.0099 0.003
H -1.6932 -4.2102 1.7194 -0.0141 0.0024 0.0061 0.000
H -4.6891 2.6898 2.4266 -0.0298 -0.0178 -0.0246 0.001
H -0.2944 6.0438 -0.1934 0.0175 0.0254 -0.0147 0.002
H 0.7528 4.6299 -0.3505 0.0464 -0.0786 -0.1120 0.001
H -2.7334 5.1971 -1.4964 -0.0157 0.0342 0.0085 0.003
H 0.6404 -1.2393 -5.0157 0.0002 -0.0111 -0.0015 0.021
H -2.8709 5.9541 1.2163 0.0269 0.0590 0.0299 0.001
H -2.8835 -3.4483 3.7545 -0.0179 -0.0113 -0.0051 0.000
H 3.2825 3.0036 5.5740 0.0286 0.0080 0.0609 0.000
H 2.4461 1.4353 5.5725 -0.0119 0.0237 -0.0010 0.000
H -4.4178 -0.0957 1.4969 -0.0397 0.0307 0.0133 0.002
H -2.5245 -4.5920 5.9372 -0.0041 0.0057 0.0019 0.000
H -1.1012 -2.6028 5.4984 -0.0025 0.0073 0.0002 0.000
H 4.1095 -1.8434 -2.5267 0.0132 -0.0158 0.0078 0.001
H -3.9857 -5.9048 -4.1138 0.0131 -0.0062 0.0129 0.000
H 3.0952 3.9314 1.4504 -0.0025 0.0219 -0.0229 0.000
H 4.0611 1.5635 4.8719 -0.0133 0.0287 0.0308 0.000
H 0.3869 5.2910 1.2479 0.0054 0.0457 -0.0067 0.000
H -5.0909 -4.5863 -3.7295 -0.0142 0.0235 0.0041 0.000
```
Positions in Å, forces in eV/Å.

energy relative to the best compared isomer or geometry (same formula, charge and spin): 117.96 kJ/mol
Kohn-Sham gap (alpha / beta): 0.1842 / 0.2502 Eh
2S+1: 5
charge: -1
⟨S²⟩: 6.032
lowest unoccupied orbital energy (alpha / beta): 2.16 / 1.90 eV